[1]
ORCA calculation (the ωB97M-V functional and the def2-TZVPD basis) on a cluster of 2 separate species, CHO4S in total at a distorted geometry.

## Properties
Largest force on an atom, hartree/bohr: 0.0596
Net charge: -1
Kohn-Sham gap, eV: 8.346
ΔE to the lowest compared entry with this formula, charge and spin, kcal/mol: 14.46

Last column: Löwdin charge in e.
Element x y z (Å)
C: -2.810 1.831 -0.724  -0.04
O: 1.795 -0.319 1.361  -0.49
O: -2.471 1.717 0.323  0.03
O: 0.523 -2.063 0.164  -0.44
O: 1.914 -0.550 -1.137  -0.46
S: 1.106 -0.755 0.079  0.37
H: -0.057 0.139 -0.066  0.04

[2]
ORCA calculation (the ωB97M-V functional and the def2-TZVPD basis) on the ion CHO5S with charge -1 at a distorted geometry.

## Properties
Largest force on an atom, hartree/bohr: 0.0724
Net charge: -1
Kohn-Sham gap (alpha / beta), eV: 9.210 / 9.210
ΔE to the lowest compared entry with this formula, charge and spin, kcal/mol: 124.64

Last column: Löwdin charge in e.
Element x y z (Å)
C: -0.426 -0.403 0.266  -0.13
O: -0.256 0.976 -1.907  -0.39
O: 0.898 1.817 0.116  -0.33
O: 1.719 -0.217 -1.094  -0.38
O: -0.495 -0.320 1.506  -0.14
O: -1.147 -1.259 2.172  -0.21
S: 0.622 0.723 -0.744  0.40
H: -0.915 -1.317 -0.316  0.17

[3]
ORCA calculation (the ωB97M-V functional and the def2-TZVPD basis) on a structure of composition CHOPS at a distorted geometry.

## Properties
Largest force on an atom, hartree/bohr: 0.0680
Kohn-Sham gap, eV: 7.640
ΔE to the lowest compared entry with this formula, charge and spin, kcal/mol: 26.04

Last column: Löwdin charge in e.
Element x y z (Å)
C: -0.076 0.673 -0.673  -0.73
O: -2.676 0.328 0.877  -0.52
P: -2.171 0.584 -0.433  0.74
S: -0.032 2.008 0.334  0.53
H: 0.655 0.684 -1.497  -0.02

[4]
ORCA calculation (the ωB97M-V functional and the def2-TZVPD basis) on a cluster of 2 separate species, CHOS3 in total at a distorted geometry.

## Properties
Largest force on an atom, hartree/bohr: 0.0428
Net charge: -1
Kohn-Sham gap, eV: 5.546
ΔE to the lowest compared entry with this formula, charge and spin, kcal/mol: 1.67

Last column: Löwdin charge in e.
Element x y z (Å)
C: -1.257 0.944 0.356  -1.03
O: -0.828 1.827 0.940  0.05
S: -2.293 0.155 -0.475  0.66
S: 2.280 -0.999 -0.396  -0.04
S: 0.690 -1.244 0.864  -0.32
H: 1.409 -0.682 -1.288  -0.32

[5]
ORCA calculation (the ωB97M-V functional and the def2-TZVPD basis) on a structure of composition CI3OP at a distorted geometry.

## Properties
Largest force on an atom, hartree/bohr: 0.0215
Kohn-Sham gap, eV: 7.096
ΔE to the lowest compared entry with this formula, charge and spin, kcal/mol: 45.60

Last column: Löwdin charge in e.
Element x y z (Å)
C: 1.189 -0.481 0.366  -1.25
O: -2.476 -0.316 -1.082  -0.59
P: -1.260 0.447 -1.274  0.39
I: -1.461 2.476 0.166  0.19
I: 1.963 -2.294 -0.376  0.64
I: 2.046 0.169 2.199  0.62

[6]
ORCA calculation (the ωB97M-V functional and the def2-TZVPD basis) on an isolated molecule of CIN at a distorted geometry.

## Properties
Largest force on an atom, hartree/bohr: 0.2649
Kohn-Sham gap (alpha / beta), eV: 9.753 / 8.880
Structure (SMILES): N#CI
ΔE to the lowest compared entry with this formula, charge and spin, kcal/mol: 103.72

Last column: Löwdin charge in e.
Element x y z (Å)
N: -0.356 0.773 -1.481  -0.02
C: -0.025 0.094 -0.133  -0.80
I: 0.381 -0.866 1.613  0.82

[7]
ORCA calculation (the ωB97M-V functional and the def2-TZVPD basis) on a cluster of 2 separate species, CIN in total at a distorted geometry.

## Properties
Largest force on an atom, hartree/bohr: 0.1749
Kohn-Sham gap (alpha / beta), eV: 6.139 / 6.677
ΔE to the lowest compared entry with this formula, charge and spin, kcal/mol: 93.91

Last column: Löwdin charge in e.
Element x y z (Å)
C: 0.454 0.761 0.002  -0.01
N: 1.156 -0.080 0.003  0.02
I: -4.693 -0.178 0.001  0.00

[8]
ORCA calculation (the ωB97M-V functional and the def2-TZVPD basis) on an isolated molecule of CIN.

## Properties
Largest force on an atom, hartree/bohr: 0.0194
Kohn-Sham gap, eV: 10.441
Structure (SMILES): N#CI
ΔE to the lowest compared entry with this formula, charge and spin, kcal/mol: 0.00

Last column: Löwdin charge in e.
Element x y z (Å)
N: -1.444 -0.072 -0.002  0.03
C: -0.290 0.026 0.003  -0.89
I: 1.734 0.046 -0.002  0.86

What did the fourth record say?
ORCA calculation (the ωB97M-V functional and the def2-TZVPD basis) on a cluster of 2 separate species, CHOS3 in total at a distorted geometry.

## Properties
Largest force on an atom, hartree/bohr: 0.0428
Net charge: -1
Kohn-Sham gap, eV: 5.546
ΔE to the lowest compared entry with this formula, charge and spin, kcal/mol: 1.67

Last column: Löwdin charge in e.
Element x y z (Å)
C: -1.257 0.944 0.356  -1.03
O: -0.828 1.827 0.940  0.05
S: -2.293 0.155 -0.475  0.66
S: 2.280 -0.999 -0.396  -0.04
S: 0.690 -1.244 0.864  -0.32
H: 1.409 -0.682 -1.288  -0.32